No. 1
63
Properties=species:S:1:pos:R:3:forces:R:3:lowdin_charge:R:1 method="wB97M-V/def2-TZVPD" e_lumo_ha=-0.0732 largest_force_ev_per_a=0.7 total_charge=+1 e_homo_ev=-10.8 smiles=COc1cc(C[N@@H+](CCN(C)C)Cc2ccccc2)ccc1OCc1ccccc1 e_above_lowest_kj_mol=269.95 e_tot_ha=-1270.288908 orbital_gap_ev=8.8
C -2.1366 1.6289 3.5886 -0.3 0.0 0.1 -0.055
O -0.8010 1.8422 3.1951 0.4 0.0 -0.4 -0.095
C -0.2401 1.0249 2.2671 0.1 0.2 0.1 -0.173
C -0.9805 0.1586 1.4725 0.0 -0.1 0.0 0.033
C -0.3844 -0.6387 0.5018 0.0 0.0 0.0 -0.239
C -1.2097 -1.5467 -0.3685 0.1 0.0 0.7 -0.069
N -1.0818 -1.1372 -1.7931 0.1 0.0 0.1 -0.110
C -1.5516 -2.1412 -2.7728 -0.1 -0.5 -0.5 -0.081
C -0.4553 -2.2789 -3.8490 0.0 0.1 0.0 -0.146
N 0.8375 -2.1170 -3.1905 0.1 -0.1 -0.2 -0.303
C 1.3196 -3.3671 -2.6153 0.0 0.0 0.1 -0.068
C 1.8503 -1.5309 -4.0566 0.1 0.1 -0.1 -0.059
C -1.6484 0.2196 -2.0077 -0.1 0.6 -0.2 -0.063
C -1.0898 0.8702 -3.2420 0.0 0.0 0.0 -0.224
C 0.1914 1.4105 -3.2007 -0.1 0.0 0.0 -0.044
C 0.7280 2.0167 -4.3231 0.0 0.0 0.0 -0.072
C -0.0098 2.0851 -5.4943 0.0 0.0 0.0 -0.063
C -1.2871 1.5518 -5.5397 0.0 0.0 -0.1 -0.060
C -1.8265 0.9464 -4.4170 0.0 0.0 0.1 -0.045
C 0.9886 -0.5635 0.3142 -0.2 0.0 0.1 -0.041
C 1.7387 0.2886 1.0967 -0.1 0.2 0.2 0.024
C 1.1618 1.0867 2.0843 -0.2 -0.3 -0.3 -0.200
O 2.0367 1.8606 2.7529 0.1 0.0 -0.2 -0.012
C 1.7056 2.4933 3.9799 0.0 0.4 0.5 -0.118
C 1.2126 1.5516 5.0492 0.1 0.0 -0.1 -0.210
C 0.3939 2.0317 6.0638 0.1 0.0 -0.1 -0.048
C -0.0675 1.1814 7.0516 0.0 0.1 0.1 -0.077
C 0.2787 -0.1599 7.0323 0.0 -0.1 0.0 -0.086
C 1.0981 -0.6423 6.0273 0.0 -0.1 0.0 -0.072
C 1.5683 0.2103 5.0429 0.1 0.1 -0.1 -0.029
H -2.2957 2.2888 4.4391 0.0 -0.1 0.0 0.099
H -2.8393 1.8940 2.7922 0.0 0.0 0.0 0.097
H -2.2995 0.5941 3.9023 0.0 0.0 0.0 0.107
H -2.0489 0.0998 1.6094 -0.1 0.0 0.0 0.115
H -2.2635 -1.5165 -0.0833 0.0 -0.1 -0.1 0.144
H -0.8489 -2.5739 -0.2790 -0.1 0.0 -0.2 0.135
H -0.0370 -1.1365 -2.0338 -0.3 0.0 0.1 0.135
H -2.4975 -1.8383 -3.2196 0.0 0.0 0.1 0.134
H -1.7058 -3.0927 -2.2629 0.0 0.1 0.1 0.128
H -0.5691 -1.4835 -4.5873 0.0 -0.1 0.0 0.116
H -0.5557 -3.2409 -4.3639 0.0 0.0 0.0 0.138
H 2.2166 -3.1698 -2.0311 0.0 0.0 0.1 0.092
H 0.5658 -3.7966 -1.9587 0.0 -0.1 0.1 0.083
H 1.5674 -4.1045 -3.3865 0.0 0.0 0.0 0.100
H 2.1107 -2.1865 -4.8941 0.0 -0.1 0.0 0.100
H 1.4910 -0.5816 -4.4486 0.0 0.0 0.0 0.069
H 2.7487 -1.3476 -3.4699 0.1 0.0 0.0 0.096
H -1.3848 0.8198 -1.1331 -0.1 -0.2 -0.1 0.134
H -2.7362 0.1353 -2.0627 0.1 -0.1 0.1 0.145
H 0.7621 1.3676 -2.2836 0.1 0.0 0.1 0.120
H 1.7191 2.4409 -4.2821 0.1 0.1 0.0 0.114
H 0.4072 2.5610 -6.3677 0.0 0.1 -0.1 0.112
H -1.8671 1.6117 -6.4471 -0.1 0.0 -0.1 0.112
H -2.8297 0.5468 -4.4546 -0.1 0.0 0.0 0.117
H 1.4805 -1.1808 -0.4227 0.1 -0.1 -0.1 0.106
H 2.8080 0.3522 0.9759 0.1 0.0 0.0 0.129
H 0.9763 3.2935 3.8158 0.2 -0.1 0.0 0.132
H 2.6531 2.9467 4.2934 -0.2 0.0 -0.1 0.145
H 0.1205 3.0768 6.0763 -0.1 0.1 0.0 0.120
H -0.7007 1.5647 7.8377 -0.1 0.0 0.1 0.106
H -0.0851 -0.8244 7.8012 0.0 -0.1 0.1 0.103
H 1.3796 -1.6848 6.0108 0.0 -0.1 0.0 0.105
H 2.2183 -0.1708 4.2682 0.0 0.0 -0.1 0.118

No. 2
64
Properties=species:S:1:pos:R:3:forces:R:3:lowdin_charge:R:1 method="wB97M-V/def2-TZVPD" e_lumo_ha=-0.0694 largest_force_ev_per_a=2.2 e_homo_ev=-7.7 e_above_lowest_kj_mol=529.39 e_tot_ha=-1325.179995 orbital_gap_ev=5.9
C -6.3581 1.3669 -0.4664 0.1 0.0 0.0 -0.062
C -5.0007 1.2737 0.2242 0.7 0.0 -0.2 -0.566
C -5.2173 1.2916 1.7464 0.0 0.0 -0.1 -0.033
C -4.2469 0.0065 -0.2304 -0.5 0.0 0.3 -0.068
C -2.8073 -0.0677 0.2785 -0.6 -1.0 -0.1 -0.500
O -2.3480 -1.1639 0.6359 -0.1 1.1 -0.4 0.012
N -2.0989 1.0737 0.2710 0.7 -0.1 0.4 0.112
C -2.6483 2.3063 0.2254 -0.4 0.4 -0.2 -0.505
O -2.0209 3.3353 0.5168 0.0 -0.8 -0.3 0.000
C -4.0976 2.4309 -0.2415 -0.3 0.1 0.3 -0.069
H -6.2307 1.3687 -1.5580 -0.1 0.0 0.2 0.084
H -6.9825 0.5133 -0.1738 0.0 0.2 -0.1 0.086
H -6.8656 2.2922 -0.1622 0.0 -0.2 -0.1 0.086
H -4.2750 1.2525 2.3152 -0.3 0.0 -0.2 0.085
H -5.7617 2.2057 2.0247 0.2 -0.2 0.0 0.086
H -5.8391 0.4311 2.0316 0.2 0.2 0.0 0.087
H -4.7616 -0.8939 0.1120 0.0 0.0 -0.2 0.121
H -4.2129 0.0186 -1.3328 0.0 -0.2 0.3 0.131
H -4.0891 2.4361 -1.3450 0.0 0.1 0.3 0.131
H -4.4796 3.3902 0.1174 0.1 0.0 -0.2 0.123
C -0.0785 -2.0458 6.5569 -0.1 0.1 0.0 -0.071
N 0.7336 -0.9901 5.9716 -0.3 0.3 0.6 -0.237
C 2.0467 -0.8196 6.5781 0.0 -0.1 -0.4 -0.080
C 0.5290 -0.5819 4.6483 0.1 -0.1 -0.9 -0.231
C -0.5660 0.2480 4.2676 0.5 -0.1 0.2 0.018
C -0.6063 0.8058 2.9960 0.1 -0.3 -0.2 0.020
C 0.3044 0.3900 1.9755 0.3 -0.7 1.1 -0.189
C 0.3400 0.8972 0.6436 -1.0 1.4 0.2 0.048
C 1.2003 0.4177 -0.3500 0.8 -0.3 -2.0 -0.050
C 1.1001 0.8094 -1.6779 -0.6 0.2 2.0 0.033
C 1.9398 0.3351 -2.7336 1.1 -0.8 -1.3 -0.206
C 1.9215 0.9285 -4.0280 -0.2 0.0 1.0 -0.015
C 2.7736 0.5023 -5.0255 0.7 -0.9 -0.1 0.003
C 3.6552 -0.5893 -4.8092 -0.5 0.3 0.8 -0.246
N 4.4342 -1.0929 -5.8626 0.3 0.3 -1.0 -0.256
C 5.8591 -0.8247 -5.9671 -0.3 0.0 0.2 -0.080
C 4.0148 -2.2782 -6.5938 -0.1 0.2 0.4 -0.077
C 3.6935 -1.1827 -3.5279 -0.1 0.3 -0.6 0.003
C 2.8405 -0.7488 -2.5309 -0.3 0.5 0.1 -0.011
C 1.2539 -0.5964 2.3434 0.1 0.2 -0.4 -0.006
C 1.4376 -0.9955 3.6486 -0.3 0.1 0.4 -0.004
H -1.0695 -2.0804 6.0721 0.4 0.0 0.3 0.094
H 0.4039 -3.0397 6.4510 -0.2 0.3 0.0 0.088
H -0.2012 -1.8494 7.6366 -0.1 -0.1 -0.4 0.084
H 2.5025 0.1098 6.2036 -0.1 -0.3 0.2 0.096
H 1.9151 -0.7464 7.6695 0.1 0.0 -0.4 0.087
H 2.7361 -1.6587 6.3613 -0.1 0.2 0.1 0.082
H -1.3237 0.4860 5.0319 0.5 0.1 -0.5 0.124
H -1.3654 1.5432 2.7526 0.1 -0.2 -0.1 0.114
H -0.2310 1.7962 0.3818 0.6 -0.3 0.6 0.100
H 2.0248 -0.2586 -0.0959 -0.6 0.2 -0.1 0.090
H 0.3157 1.5338 -1.9186 0.2 -0.2 0.0 0.136
H 1.2197 1.7384 -4.2221 0.2 -0.1 0.1 0.117
H 2.7891 0.9737 -6.0081 -0.1 -0.1 0.2 0.119
H 6.1213 0.0742 -5.3933 0.0 -0.3 -0.2 0.092
H 6.4564 -1.6779 -5.6004 0.0 0.2 0.0 0.080
H 6.1121 -0.6679 -7.0269 0.1 0.0 0.3 0.083
H 2.9350 -2.4281 -6.4566 0.3 0.0 -0.1 0.093
H 4.2372 -2.1385 -7.6632 -0.1 -0.1 0.2 0.084
H 4.5571 -3.1741 -6.2410 -0.2 0.0 -0.1 0.082
H 4.3932 -2.0001 -3.3532 -0.2 0.1 0.0 0.122
H 2.8574 -1.2725 -1.5777 0.0 0.1 -0.2 0.107
H 1.8745 -1.0482 1.5683 -0.1 0.2 0.4 0.105
H 2.2541 -1.6710 3.9161 -0.3 0.2 -0.1 0.118

No. 3
77
Properties=species:S:1:pos:R:3:forces:R:3:lowdin_charge:R:1 method="wB97M-V/def2-TZVPD" e_lumo_ha=-0.1982 largest_force_ev_per_a=4.9 total_charge=+1 e_homo_ev=-10.5 e_tot_ha=-7929.821331 orbital_gap_ev=5.1
C 8.7144 3.7848 1.6784 -1.3 -1.4 0.1 -0.127
C 7.1452 3.7196 1.3159 -0.3 2.8 -0.3 -0.609
Br 6.3979 1.8636 1.1943 0.7 2.1 0.2 0.713
C 6.3332 4.8835 1.0978 0.1 -3.2 0.1 -0.600
Br 7.1047 6.7231 1.2043 -1.1 -1.9 -0.1 0.709
C 4.7822 4.7111 0.7923 -2.0 -0.1 -0.6 -0.167
C 4.1753 3.8961 -0.3676 -1.6 1.3 1.9 0.011
C 2.6359 3.7477 -0.5609 1.8 3.3 3.2 -0.239
P 1.8754 2.7163 -1.9521 -0.5 -1.7 0.5 0.382
S 1.6564 0.8897 -1.3099 0.2 0.6 0.1 0.217
C 1.7294 4.4828 0.4930 3.2 0.3 0.4 -0.062
C 0.1243 4.3888 0.4636 1.0 1.3 -0.9 -0.127
O -0.3749 3.9093 1.7382 0.3 -2.7 -1.3 -0.001
C -0.4131 2.4982 1.8022 -0.9 -1.5 2.1 -0.446
F -1.0644 2.1727 3.0370 1.6 1.0 -3.1 0.083
F 0.8829 1.8958 1.9119 -3.2 1.6 -0.8 0.068
F -1.1769 1.8878 0.7916 2.5 1.6 2.3 0.102
C 2.4275 5.3137 1.6038 0.5 -2.1 -2.6 0.085
N 3.8659 5.3957 1.7051 -1.7 -2.0 -2.7 0.098
H 8.7822 3.4264 2.7772 0.0 0.7 -1.7 0.106
H 9.1733 4.8154 1.5327 -0.8 -1.5 0.2 0.056
H 9.2150 2.9627 1.0434 -0.6 1.5 0.9 0.092
H 4.8993 3.3742 -1.0857 -1.2 0.9 1.3 0.120
H 0.5930 3.2738 -2.3230 1.1 0.4 0.2 0.008
H 2.6658 2.6618 -3.1435 -0.1 1.0 0.6 -0.002
H -0.3209 5.4473 0.3229 0.8 -1.7 0.4 0.165
H -0.2174 3.7869 -0.4445 0.3 0.5 1.6 0.094
H 1.8012 5.8795 2.3708 1.2 -0.9 -1.2 0.156
H 4.2514 5.9639 2.4733 -0.1 -0.4 -0.6 0.155
O -2.4286 -3.8916 -2.9314 0.1 0.9 0.1 0.112
C -2.1331 -3.0853 -2.0863 0.0 -0.9 -0.5 -0.458
O -1.9878 -1.7527 -2.3245 -0.2 -0.3 -0.3 0.033
C -1.5280 -1.1059 -1.1329 0.0 0.4 0.2 -0.176
C -1.9219 -2.0272 -0.0024 0.0 0.3 0.4 -0.162
C -1.8279 -3.3938 -0.6456 -0.3 0.3 0.3 -0.081
H -0.4438 -0.9744 -1.2034 -0.1 0.0 0.0 0.064
H -1.9979 -0.1243 -1.0428 0.1 -0.1 -0.3 0.118
H -1.2956 -1.9150 0.8803 -0.1 0.1 -0.3 0.093
H -2.9583 -1.8305 0.2920 0.1 0.0 0.0 0.129
H -0.8200 -3.8087 -0.5755 -0.1 -0.2 0.0 0.138
H -2.5585 -4.0859 -0.2288 0.3 -0.2 -0.2 0.130
O -1.6725 -8.8470 -2.3349 0.0 -0.1 -0.9 0.115
C -1.4945 -8.3273 -3.4061 0.1 -0.2 1.1 -0.477
O -1.3790 -9.0149 -4.5764 -0.1 -0.1 0.3 0.025
C -1.0656 -8.1022 -5.6336 0.1 0.0 -0.5 -0.171
C -1.5329 -6.7509 -5.1449 -0.1 0.6 -0.3 -0.166
C -1.3216 -6.8528 -3.6497 -0.4 0.2 -0.3 -0.091
H 0.0142 -8.1302 -5.8098 0.0 0.0 0.0 0.126
H -1.5803 -8.4074 -6.5466 0.1 -0.2 0.2 0.125
H -1.0006 -5.9180 -5.6075 0.0 -0.1 0.0 0.118
H -2.5997 -6.6284 -5.3570 0.1 0.0 0.0 0.124
H -0.3093 -6.5600 -3.3605 -0.1 0.0 0.1 0.136
H -2.0623 -6.2739 -3.0996 0.3 -0.1 0.2 0.108
O -1.3675 -5.7320 1.5733 0.1 1.0 0.2 0.135
C -1.0732 -4.9260 2.4151 0.0 -1.2 -0.6 -0.462
O -0.9272 -3.5910 2.1746 0.0 -0.5 0.2 -0.025
C -0.4679 -2.9432 3.3666 0.2 0.4 0.2 -0.163
C -0.8631 -3.8637 4.4982 -0.1 0.0 0.7 -0.160
C -0.7690 -5.2316 3.8560 -0.2 0.3 0.4 -0.074
H 0.6162 -2.8120 3.2966 0.0 0.0 0.0 0.130
H -0.9380 -1.9616 3.4555 0.0 -0.1 -0.2 0.125
H -0.2355 -3.7507 5.3839 0.0 0.1 -0.1 0.120
H -1.8991 -3.6667 4.7917 0.1 0.0 0.0 0.124
H 0.2391 -5.6465 3.9270 -0.1 -0.1 -0.1 0.138
H -1.5006 -5.9230 4.2734 0.2 -0.2 -0.2 0.134
O -2.6506 3.2000 -1.1868 -0.1 0.8 -0.1 0.093
C -3.3335 4.0195 -0.6240 0.5 -0.6 -0.2 -0.478
O -3.5430 5.2813 -1.0862 0.3 -0.6 -0.1 0.029
C -4.3074 6.0189 -0.1241 -0.3 0.5 0.1 -0.159
C -5.0173 4.9744 0.7045 -0.5 0.0 0.4 -0.154
C -4.0327 3.8245 0.6938 -0.5 0.1 0.0 -0.077
H -3.6220 6.6283 0.4730 0.0 0.0 0.0 0.125
H -5.0082 6.6779 -0.6392 0.3 -0.1 -0.1 0.132
H -5.2755 5.3220 1.7061 0.0 0.0 -0.1 0.124
H -5.9421 4.6701 0.2046 0.1 0.1 0.1 0.128
H -3.3008 3.9068 1.5015 0.0 -0.1 0.0 0.124
H -4.5398 2.8604 0.7302 0.4 -0.1 0.0 0.138